{"formula": "C37H36FN3O8Pd", "method": "the ωB97M-V functional and the def2-TZVPD basis", "e_lumo_ha": [0.0170, -0.0415], "orbital_gap_ha": [0.2702, 0.2561], "total_energy_ha": -2425.259559, "total_charge": 0, "multiplicity": 5, "s_squared": 6.043, "species": ["Pd", "O", "C", "O", "C", "C", "C", "C", "C", "O", "C", "C", "O", "O", "H", "H", "H", "H", "H", "H", "H", "H", "C", "O", "C", "C", "C", "C", "C", "C", "N", "C", "N", "C", "C", "C", "C", "C", "C", "O", "C", "N", "C", "C", "C", "C", "C", "C", "O", "C", "H", "H", "H", "H", "H", "H", "H", "H", "H", "H", "H", "H", "H", "H", "H", "H", "H", "H", "H", "H", "H", "H", "F", "C", "C", "C", "C", "C", "C", "C", "H", "H", "H", "H", "H", "H"], "coordinates": [[-0.25729, 1.89547, -0.07077], [-0.37032, 4.94847, 1.55875], [0.37891, 4.00522, 1.55144], [0.11669, 2.71472, 1.77871], [1.89441, 4.36528, 1.28580], [2.81360, 3.13394, 1.00835], [4.28937, 3.55235, 0.83988], [4.27393, 4.18114, -0.63218], [2.75862, 4.08705, -0.95263], [2.41332, 2.76745, -0.33484], [1.99497, 5.02243, -0.05862], [-0.92130, 5.49584, -1.14182], [-1.26507, 6.53248, -0.71829], [-0.63743, 4.45236, -1.56310], [2.20638, 5.02451, 2.08480], [2.61842, 2.37370, 1.71051], [4.95569, 2.68529, 0.87263], [4.55539, 4.32131, 1.57211], [4.86234, 3.58890, -1.37678], [4.64239, 5.19928, -0.62672], [2.42022, 3.95853, -1.96981], [1.65789, 6.01251, -0.41815], [2.96216, -5.25287, -1.44842], [1.89990, -4.34727, -1.62038], [0.80271, -4.60876, -0.80784], [0.58255, -5.86131, -0.26197], [-0.62308, -6.06840, 0.42043], [-1.53835, -5.07780, 0.50138], [-1.29282, -3.78889, 0.03221], [-0.12523, -3.54007, -0.64304], [0.26409, -2.35333, -1.17176], [-0.23730, -1.06619, -0.93109], [-1.57681, -0.97602, -1.01288], [-2.42046, 0.15589, -1.16332], [-2.08300, 1.49608, -1.03304], [-3.02604, 2.47833, -1.21497], [-4.33390, 2.12006, -1.53197], [-4.60122, 0.81507, -1.79518], [-3.66137, -0.19808, -1.64457], [-3.92513, -1.52684, -1.90736], [-5.16326, -2.07372, -1.47977], [0.52243, -0.04223, -0.81563], [1.91767, -0.16358, -0.88178], [2.56019, 0.20026, -2.06290], [3.94344, 0.35045, -2.10058], [4.63003, -0.02577, -0.98453], [4.05545, -0.49978, 0.17089], [2.65959, -0.63200, 0.23919], [1.97897, -1.10107, 1.33934], [2.78410, -1.64915, 2.38424], [3.75232, -4.82206, -2.08715], [2.71553, -6.30818, -1.63342], [3.36522, -5.23166, -0.38736], [1.26914, -6.73221, -0.41998], [-0.87477, -6.95477, 0.94321], [-2.52117, -5.31193, 0.89701], [-1.98695, -2.93352, 0.24952], [1.24851, -2.38187, -1.38843], [-1.96570, -1.82605, -1.44305], [-2.80837, 3.50977, -1.05233], [-5.08952, 2.87889, -1.74511], [-5.57434, 0.56388, -2.10276], [-5.06921, -3.23779, -1.43121], [-5.95041, -1.83388, -2.20079], [-5.53893, -1.72713, -0.47089], [1.90794, 0.43244, -2.84556], [4.48419, 0.68228, -2.98434], [5.70637, 0.13837, -0.91555], [4.67511, -0.80485, 1.03297], [2.10887, -1.91097, 3.21924], [3.51461, -0.95694, 2.75959], [3.17503, -2.58296, 2.04165], [-5.05411, 2.44678, 1.72538], [-4.23029, 1.39295, 1.90489], [-2.87498, 1.69733, 2.02323], [-2.03741, 0.64722, 2.16140], [-2.44036, -0.68373, 2.10613], [-1.57411, -1.76212, 2.47037], [-3.80326, -0.92549, 1.88509], [-4.72344, 0.11227, 1.84110], [-2.56232, 2.73847, 1.93997], [-1.00982, 0.94956, 2.32085], [-2.09949, -2.75789, 2.48628], [-0.52413, -1.65032, 2.72436], [-4.18793, -1.89062, 1.77494], [-5.77825, -0.04447, 1.62673]]}

***

{"formula": "C4H4N4OS", "method": "the ωB97M-V functional and the def2-TZVPD basis", "e_lumo_ha": [-0.0355, -0.0313], "orbital_gap_ha": [0.2993, 0.2963], "total_energy_ha": -847.077802, "total_charge": 0, "species": ["C", "C", "C", "C", "N", "N", "N", "N", "O", "S", "H", "H", "H", "H"], "coordinates": [[-1.55763, 0.07258, -0.32505], [-2.09251, -1.18617, -0.02359], [-0.14867, 0.18291, -0.23351], [0.50995, -1.04791, -0.00391], [-1.31836, -2.29297, 0.09358], [-0.02974, -2.26386, 0.09470], [0.48107, 1.37960, -0.05687], [1.69504, 1.39921, 0.61384], [3.19343, 0.41660, -1.12238], [2.81708, 0.10166, 0.25137], [-2.16670, 1.01388, -0.35489], [-3.06103, -1.46423, -0.11670], [0.21867, 2.32533, -0.35997], [1.45940, 1.36336, 1.54340]]}

***

{"formula": "C6H7N", "method": "the ωB97M-V functional and the def2-TZVPD basis", "e_lumo_ha": 0.0348, "orbital_gap_ha": 0.3115, "smiles": "C/C=N/C=C1C=C1", "total_energy_ha": -287.393883, "total_charge": 0, "species": ["C", "C", "N", "C", "C", "C", "C", "H", "H", "H", "H", "H", "H", "H"], "coordinates": [[2.30950, -0.25777, -0.08583], [0.96195, 0.20379, 0.27183], [0.46934, 1.24438, -0.31073], [-0.86360, 1.50389, -0.15928], [-1.60915, 0.41165, 0.00220], [-2.66777, -0.63812, 0.06062], [-1.46481, -1.04174, -0.29476], [2.57450, -1.29352, 0.19084], [2.95502, 0.46921, 0.34001], [2.40204, -0.19035, -1.16792], [0.46353, -0.30728, 1.07364], [-1.29631, 2.48854, 0.04152], [-3.62333, -0.76173, 0.32127], [-0.61090, -1.83094, -0.28340]]}

***

{"formula": "C14H24N2O10", "method": "the ωB97M-V functional and the def2-TZVPD basis", "e_lumo_ha": 0.0036, "orbital_gap_ha": 0.3572, "smiles": "O=C(O)C[C@@](O)(C(=O)O)[C@@H](O)C(=O)O.CNC(=O)[C@@H](NC(C)=O)C(C)C", "total_energy_ha": -1409.858379, "total_charge": 0, "species": ["O", "C", "O", "C", "C", "O", "C", "O", "O", "C", "O", "C", "O", "O", "H", "H", "H", "H", "H", "H", "H", "H", "C", "N", "C", "O", "C", "N", "C", "C", "O", "C", "C", "C", "H", "H", "H", "H", "H", "H", "H", "H", "H", "H", "H", "H", "H", "H", "H", "H"], "coordinates": [[2.40020, -5.13680, -4.98375], [1.21335, -4.90850, -4.84612], [0.25579, -5.85328, -5.00278], [0.78724, -3.48461, -4.51185], [-0.30300, -3.41903, -3.41461], [-1.51960, -3.93346, -4.00012], [0.17101, -4.26337, -2.19030], [-0.54639, -5.17385, -1.80475], [1.39510, -4.02636, -1.65766], [-0.60466, -1.96515, -2.94700], [0.56945, -1.34559, -2.36994], [-1.18732, -1.08207, -4.07628], [-0.45636, -0.72956, -4.98979], [-2.45238, -0.62132, -3.93499], [0.74298, -6.66485, -5.22093], [0.42087, -3.03295, -5.43423], [1.66781, -2.92305, -4.18680], [-1.41858, -4.89406, -4.16979], [1.49954, -4.67246, -0.94367], [-1.37092, -2.02515, -2.16719], [0.43974, -0.38751, -2.25346], [-2.62018, -0.08666, -4.72592], [1.26568, 4.10721, 5.27634], [0.73898, 3.60547, 4.00931], [-0.00091, 2.49516, 3.89107], [-0.33611, 1.83169, 4.86555], [-0.47990, 2.08391, 2.48869], [-0.56758, 3.21311, 1.53934], [-1.44869, 4.21325, 1.55191], [-2.53752, 4.25596, 2.60574], [-1.37232, 5.09944, 0.71767], [0.41272, 0.97825, 1.88277], [1.89285, 1.37858, 1.78820], [0.31109, -0.34495, 2.64732], [1.79035, 3.30532, 5.79984], [1.95721, 4.93198, 5.10048], [0.44347, 4.45115, 5.90616], [0.94742, 4.11983, 3.16771], [-1.47635, 1.66002, 2.61211], [0.09628, 3.24441, 0.78083], [-2.09396, 4.38051, 3.59131], [-3.11759, 3.33651, 2.57296], [-3.19356, 5.10042, 2.39931], [0.05734, 0.78881, 0.86871], [2.44706, 0.59458, 1.27130], [2.00358, 2.30466, 1.22527], [2.32171, 1.50540, 2.78295], [0.84878, -1.12402, 2.10612], [0.74103, -0.24712, 3.64514], [-0.73475, -0.63988, 2.73780]]}

***

{"formula": "C15H20N2O5S", "method": "the ωB97M-V functional and the def2-TZVPD basis", "e_lumo_ha": 0.0185, "orbital_gap_ha": 0.3480, "smiles": "NS(=O)(=O)c1cccc(NC(=O)COC(=O)C2CCCCC2)c1", "total_energy_ha": -1467.534858, "total_charge": 0, "species": ["N", "S", "O", "O", "C", "C", "C", "C", "C", "N", "C", "O", "C", "O", "C", "O", "C", "C", "C", "C", "C", "C", "C", "H", "H", "H", "H", "H", "H", "H", "H", "H", "H", "H", "H", "H", "H", "H", "H", "H", "H", "H", "H"], "coordinates": [[4.81634, 0.06855, 0.63076], [3.30349, 0.71820, 0.28017], [3.41923, 1.42669, -0.96137], [2.81217, 1.42033, 1.43108], [2.31745, -0.74054, 0.01529], [2.77844, -1.75926, -0.79430], [1.93795, -2.83095, -1.05204], [0.65137, -2.86366, -0.53932], [0.19401, -1.81828, 0.25974], [-1.11362, -1.72793, 0.73590], [-2.21496, -2.36919, 0.26112], [-2.21489, -3.36542, -0.42005], [-3.50857, -1.63810, 0.66056], [-3.56792, -0.36990, 0.00652], [-2.95610, 0.67116, 0.58231], [-2.39954, 0.58873, 1.65271], [-3.06057, 1.91770, -0.26481], [-2.55588, 1.63937, -1.68872], [-1.05135, 1.37896, -1.69481], [-0.29707, 2.56429, -1.09946], [-0.77905, 2.85369, 0.31832], [-2.28913, 3.08409, 0.35899], [1.05314, -0.75866, 0.55475], [5.53662, 0.48331, 0.06148], [5.03157, 0.15224, 1.61111], [3.77175, -1.70161, -1.20655], [2.27908, -3.64555, -1.67212], [-0.01079, -3.68211, -0.76956], [-1.28230, -0.92996, 1.34652], [-4.36899, -2.20371, 0.30193], [-3.55586, -1.50217, 1.74677], [-4.12766, 2.16599, -0.31615], [-3.09090, 0.78631, -2.10849], [-2.77178, 2.51408, -2.30557], [-0.82921, 0.47705, -1.11970], [-0.71698, 1.20338, -2.71905], [0.77480, 2.35645, -1.08878], [-0.46420, 3.44399, -1.72585], [-0.26858, 3.73587, 0.70690], [-0.52407, 2.01958, 0.97110], [-2.60946, 3.21988, 1.39332], [-2.53378, 3.99187, -0.19630], [0.74496, 0.06252, 1.18359]]}

***

{"formula": "C22H38AsGeN5PS4Ti", "method": "the ωB97M-V functional and the def2-TZVPD basis", "e_lumo_ha": [0.1572, 0.1571], "orbital_gap_ha": [0.1812, 0.1843], "total_energy_ha": -8231.152890, "total_charge": -2, "multiplicity": 2, "s_squared": 0.804, "species": ["Ti", "C", "C", "C", "C", "C", "C", "H", "H", "H", "H", "H", "H", "S", "As", "S", "S", "S", "C", "N", "C", "N", "C", "N", "C", "P", "C", "C", "H", "H", "H", "H", "H", "H", "H", "H", "H", "H", "H", "H", "N", "C", "N", "C", "C", "C", "C", "C", "H", "H", "H", "H", "H", "H", "H", "H", "H", "H", "C", "Ge", "C", "C", "C", "H", "H", "H", "H", "H", "H", "H", "H", "H", "H"], "coordinates": [[-0.36972, 0.55636, -0.88212], [-2.52824, -0.57675, 1.54495], [-2.91178, -0.03383, 0.34462], [-2.36104, 1.17945, -0.11808], [-1.43234, 1.87089, 0.72857], [-1.11842, 1.33553, 1.97666], [-1.63786, 0.12232, 2.38936], [-2.92469, -1.53257, 1.86259], [-3.64781, -0.54525, -0.26872], [-2.83105, 1.70108, -0.95485], [-1.11940, 2.88132, 0.47098], [-0.47020, 1.88905, 2.65127], [-1.39226, -0.28235, 3.36432], [0.19975, -3.85991, -2.74438], [0.26894, -1.82394, -2.18595], [-1.63152, -0.80819, -2.50019], [0.58658, -1.56474, -0.00703], [1.84054, -0.90926, -3.28046], [2.68236, -0.89599, 4.99405], [1.47940, -1.01309, 4.19604], [1.06032, -2.40515, 4.16483], [2.09824, -3.32571, 3.73111], [3.27671, -3.12505, 4.54776], [3.77022, -1.75756, 4.55470], [4.23494, -1.37358, 3.22783], [2.94028, -1.44043, 1.82721], [1.68070, -0.51043, 2.85000], [2.38375, -3.16296, 2.31623], [2.43534, -1.17530, 6.02844], [3.02532, 0.14443, 4.97937], [0.20556, -2.50206, 3.49079], [0.75402, -2.69286, 5.18123], [4.07532, -3.78446, 4.19333], [3.02417, -3.39215, 5.58369], [5.07005, -2.03595, 2.96801], [4.62685, -0.35114, 3.29298], [0.72857, -0.54651, 2.31500], [1.99632, 0.53818, 2.90715], [3.18321, -3.86138, 2.04180], [1.49257, -3.41190, 1.72917], [1.49430, 1.32694, 0.17352], [2.50660, 1.15138, -0.36743], [3.65384, 1.17742, -0.99374], [3.68760, 2.05333, -2.16351], [5.13617, 2.38842, -2.49881], [5.89508, 1.09291, -2.76370], [5.83078, 0.22285, -1.51376], [4.37466, -0.07710, -1.18517], [3.10670, 2.95277, -1.93706], [3.22333, 1.53718, -3.01541], [5.59633, 2.91953, -1.66051], [5.15904, 3.04087, -3.37488], [6.93136, 1.30056, -3.04537], [5.41193, 0.56254, -3.58386], [6.30483, 0.74644, -0.67776], [6.35780, -0.71922, -1.67334], [4.28907, -0.67014, -0.27066], [3.91193, -0.64006, -2.01156], [0.36803, 4.54904, -3.98524], [-0.86799, 3.32227, -2.93506], [-1.80561, 4.62195, -1.68545], [-2.35116, 2.92775, -4.24556], [0.11387, 1.89561, -2.16844], [-0.17612, 5.31065, -4.53335], [0.95047, 3.97396, -4.69959], [1.06858, 5.04499, -3.31707], [-2.17534, 5.46681, -2.26219], [-1.12634, 5.00510, -0.92829], [-2.65738, 4.17009, -1.17906], [-2.87299, 3.83332, -4.54887], [-3.06549, 2.24075, -3.80080], [-1.94628, 2.44868, -5.13235], [0.98329, 1.69405, -2.80472]]}